One molecule with the formula C7H14. Source: OMol25; level of theory: wB97M-V/def2-TZVPD.

Structure (ORCA input):
```
! wB97M-V def2-TZVPD RIJCOSX def2/J DEFGRID3
* xyz 0 1
C -2.067 -0.644 0.741
C -0.833 -1.015 -0.081
C 0.427 -0.239 0.279
C 0.709 -0.150 1.767
C 1.622 -0.399 -0.625
C 0.908 0.925 -0.559
C 0.189 1.471 -1.772
H -2.949 -1.179 0.372
H -1.939 -0.911 1.796
H -2.277 0.430 0.692
H -0.630 -2.086 0.051
H -1.059 -0.883 -1.145
H 0.685 -1.143 2.233
H -0.029 0.480 2.278
H 1.699 0.280 1.952
H 2.609 -0.495 -0.178
H 1.487 -0.987 -1.532
H 1.422 1.696 0.017
H -0.537 2.244 -1.497
H -0.345 0.690 -2.322
H 0.909 1.918 -2.467
*
```

Calculated values
Structure (SMILES): CC[C@@]1(C)C[C@H]1C
Lowest unoccupied orbital energy, eV: 1.12
Energy above the lowest of the compared OMol25 structures with the same formula, charge and spin, kJ/mol: 71.5

---

CClI3O2S as an isolated structure. Source: OMol25; level of theory: wB97M-V/def2-TZVPD.

Structure (ORCA input):
```
! wB97M-V def2-TZVPD RIJCOSX def2/J DEFGRID3
* xyz 0 1
C -1.878 0.872 1.225
O 2.223 -0.991 -0.276
O 0.729 0.876 -0.617
S 0.836 -0.700 -0.249
Cl 0.019 -1.429 -2.052
I -3.810 1.750 0.454
I -1.142 1.330 -0.738
I -2.036 -1.259 1.410
*
```

Calculated values
Lowest unoccupied orbital energy (spin up / spin down), eV: -1.19 / -1.19
Energy above the lowest of the compared OMol25 structures with the same formula, charge and spin, kJ/mol: 368.9

---

C33H49ClO4P4SSn as an isolated structure. Source: OMol25; level of theory: wB97M-V/def2-TZVPD.

Structure (ORCA input):
```
! wB97M-V def2-TZVPD RIJCOSX def2/J DEFGRID3
* xyz 2 1
P 1.672 1.105 -6.258
C 3.281 1.351 -5.541
C 4.370 0.735 -6.221
H 4.171 -0.106 -6.895
C 5.649 1.253 -6.069
H 6.473 0.863 -6.665
C 5.874 2.302 -5.165
H 6.863 2.748 -5.092
C 4.835 2.772 -4.354
H 5.038 3.525 -3.592
C 3.532 2.299 -4.527
H 2.704 2.658 -3.907
C 0.916 -0.464 -5.864
C 1.674 -1.474 -5.230
H 2.584 -1.205 -4.685
C 1.305 -2.807 -5.374
H 1.915 -3.584 -4.913
C 0.194 -3.148 -6.152
H -0.032 -4.196 -6.340
C -0.615 -2.150 -6.705
H -1.488 -2.421 -7.301
C -0.283 -0.811 -6.540
H -0.890 -0.029 -7.010
C 0.574 2.515 -6.162
C 0.637 3.442 -7.237
H 1.472 3.375 -7.950
C -0.373 4.383 -7.397
H -0.364 5.061 -8.246
C -1.413 4.445 -6.459
H -2.216 5.167 -6.604
C -1.431 3.600 -5.343
H -2.221 3.690 -4.600
C -0.433 2.631 -5.179
H -0.394 1.983 -4.288
Sn 0.232 0.015 0.350
C -1.492 -1.248 -0.319
C -1.875 -1.446 -1.595
H -1.998 -1.755 0.515
C -1.190 -0.707 -2.769
O -2.247 -0.061 -3.529
H -1.860 0.561 -4.172
C -0.191 0.340 -2.469
H -0.643 -1.460 -3.372
C 0.287 0.961 -1.440
Cl 2.245 1.308 0.941
P -1.389 2.392 0.110
P 1.904 -1.954 0.240
C -0.884 3.403 1.532
H 0.201 3.287 1.671
H -1.400 3.049 2.436
H -1.137 4.451 1.313
C -1.544 3.535 -1.293
H -2.299 3.172 -2.006
H -0.582 3.604 -1.821
H -1.829 4.530 -0.922
C -3.080 1.803 0.434
H -3.075 1.157 1.322
H -3.437 1.220 -0.427
H -3.733 2.675 0.595
C 2.913 -2.094 1.736
H 2.323 -2.573 2.529
H 3.212 -1.091 2.066
H 3.796 -2.697 1.482
C 1.092 -3.552 -0.005
H 0.619 -3.589 -0.996
H 0.324 -3.689 0.769
H 1.848 -4.346 0.075
C 3.059 -1.743 -1.145
H 3.365 -0.691 -1.218
H 2.585 -2.057 -2.087
H 3.938 -2.371 -0.941
P -3.243 -2.570 -2.122
C -3.759 -3.571 -0.722
C -2.634 -3.631 -3.447
H -3.879 -2.953 0.176
H -3.024 -4.361 -0.519
H -4.723 -4.049 -0.957
H -2.279 -3.023 -4.287
H -3.450 -4.284 -3.792
H -1.805 -4.251 -3.077
C -4.639 -1.604 -2.719
H -5.005 -0.959 -1.909
H -5.441 -2.278 -3.054
H -4.291 -0.972 -3.544
H 0.854 1.896 -1.415
C -1.046 0.209 4.882
S -0.040 -0.473 3.587
O 1.324 -0.071 3.832
O -0.320 -1.889 3.423
O -0.642 0.308 2.355
H -0.713 -0.207 5.832
H -2.092 -0.050 4.702
H -0.904 1.294 4.887
*
```

Calculated values
Lowest unoccupied orbital energy (spin up / spin down), eV: -8.25 / -6.78

---

A 9-piece molecular cluster, C22H51N7O13 overall. Source: OMol25; level of theory: wB97M-V/def2-TZVPD.

Structure (ORCA input):
```
! wB97M-V def2-TZVPD RIJCOSX def2/J DEFGRID3
* xyz -1 2
C -0.542 5.043 -2.638
O 0.863 4.948 -2.571
C 1.518 3.894 -3.148
O 0.999 3.030 -3.785
O 2.771 3.983 -2.829
C 3.661 2.876 -3.044
H -0.907 5.568 -3.521
H -0.960 5.775 -1.948
H -0.980 4.044 -2.636
H 3.159 2.043 -3.537
H 3.978 2.523 -2.062
H 4.378 3.317 -3.735
C -0.912 -4.146 -0.931
O -0.117 -4.674 0.056
C -0.696 -5.105 1.232
O -1.925 -5.068 1.468
O 0.185 -5.385 2.218
C -0.323 -5.846 3.486
H -1.808 -3.618 -0.601
H -1.234 -4.968 -1.569
H -0.310 -3.479 -1.547
H 0.439 -5.912 4.262
H -0.609 -6.864 3.220
H -1.183 -5.267 3.822
C 2.991 -3.208 0.375
C 2.659 -1.737 0.489
O 1.502 -1.377 0.396
N 3.710 -0.911 0.580
C 3.515 0.498 0.690
H 2.743 -3.625 -0.601
H 2.293 -3.656 1.082
H 4.044 -3.458 0.502
H 4.658 -1.260 0.593
H 2.963 0.856 -0.180
H 4.522 0.885 0.538
H 3.112 0.777 1.664
C 2.342 -1.920 4.930
C 0.950 -2.124 4.388
O 0.228 -2.882 4.968
N 0.658 -1.434 3.312
C -0.658 -1.326 2.700
H 2.753 -1.028 4.456
H 2.908 -2.846 4.826
H 2.268 -1.794 6.010
H 1.377 -1.189 2.645
H -0.646 -1.016 1.655
H -1.155 -0.573 3.311
H -1.298 -2.185 2.899
O -0.382 1.458 0.787
C -0.976 0.976 -0.174
N -0.728 -0.177 -0.726
C -2.093 1.777 -0.873
H 0.098 -0.599 -0.325
H -1.316 -0.742 -1.321
H -3.083 1.392 -0.631
H -2.106 1.754 -1.963
H -2.241 2.781 -0.474
O -2.642 -1.381 -2.602
C -3.648 -0.777 -3.133
N -4.566 -0.030 -2.454
C -3.944 -0.983 -4.637
H -4.468 0.025 -1.451
H -5.367 0.403 -2.892
H -3.056 -0.973 -5.269
H -4.658 -0.222 -4.952
H -4.468 -1.938 -4.684
O -4.049 4.434 1.139
C -3.051 4.390 1.822
N -2.768 3.354 2.583
C -2.007 5.522 1.799
H -3.228 2.461 2.474
H -1.919 3.409 3.126
H -1.488 5.611 0.845
H -1.226 5.527 2.560
H -2.636 6.408 1.883
O -0.243 3.422 4.129
C 0.950 3.190 3.972
N 1.374 2.413 2.963
C 2.016 3.912 4.751
H 0.650 2.021 2.378
H 2.330 2.141 2.785
H 2.698 4.418 4.067
H 2.403 3.265 5.539
H 1.512 4.738 5.253
O 1.096 -1.338 -6.033
C 0.242 -2.213 -5.698
N -0.359 -2.901 -6.645
C 0.055 -2.578 -4.211
H -0.775 -3.752 -6.293
H 0.005 -2.851 -7.586
H -0.166 -1.596 -3.793
H 1.022 -2.969 -3.894
H -0.677 -3.364 -4.025
*
```

Calculated values
Lowest unoccupied orbital energy (spin up / spin down), eV: 1.94 / 1.90